[1]
68
Properties=species:S:1:pos:R:3 method="wB97M-V/def2-TZVPD" de_lowest_kcal_mol=19.4 charge=+4 homo_lumo_gap_ev="6.30 / 4.82" mol_weight_g_mol=652.29 total_energy_ha=-4332.91234 largest_force_ha_per_bohr=0.10566 multiplicity=3
W -0.898 -0.072 -0.738
P -1.972 -2.009 -0.191
P 1.003 -0.169 1.044
P 0.792 -0.873 -2.204
H -3.222 2.224 -2.575
C -3.122 1.180 -2.934
C -2.333 0.370 -2.114
H -2.321 0.993 -1.116
C -3.498 -1.365 0.585
C -1.257 -3.177 0.994
C -2.510 -3.137 -1.528
C 2.000 1.362 1.103
C 0.388 -0.256 2.777
C 2.293 -1.471 1.104
C 0.079 -0.748 -3.870
C 1.246 -2.651 -2.011
C 2.425 -0.099 -2.396
H -3.839 0.686 -3.612
H -2.544 -0.726 -2.043
H -3.959 -0.547 0.010
H -3.274 -1.001 1.599
H -4.209 -2.203 0.648
H -1.116 -2.705 1.977
H -0.294 -3.558 0.616
H -1.965 -4.015 1.102
H -2.946 -2.609 -2.387
H -3.282 -3.791 -1.102
H -1.673 -3.747 -1.879
H 2.692 1.272 1.960
H 1.354 2.246 1.234
H 2.590 1.467 0.177
H 1.291 -0.269 3.413
H -0.192 -1.182 2.932
H -0.237 0.624 3.009
H 2.867 -1.286 2.031
H 2.961 -1.413 0.232
H 1.822 -2.464 1.163
H 0.795 -1.239 -4.548
H -0.041 0.312 -4.144
H -0.892 -1.259 -3.940
H 1.819 -2.931 -2.911
H 0.358 -3.294 -1.931
H 1.867 -2.793 -1.114
H 2.931 -0.601 -3.237
H 3.054 -0.235 -1.509
H 2.333 0.978 -2.603
C 0.409 3.580 -3.005
C -0.285 2.959 -4.071
C 0.385 2.672 -5.268
C 1.769 2.875 -5.356
C 2.495 3.298 -4.244
C 1.822 3.579 -3.055
Se -0.620 4.544 -1.696
H 0.501 5.389 -1.297
H -1.369 2.820 -4.005
H -0.168 2.327 -6.142
H 2.282 2.677 -6.288
H 3.585 3.383 -4.310
H 2.404 3.851 -2.171
C -2.731 1.587 3.892
C -2.417 2.478 2.670
C -1.821 1.791 1.582
N -1.410 1.194 0.654
H -3.343 0.716 3.612
H -3.284 2.174 4.632
H -1.815 1.230 4.378
H -3.340 2.989 2.359
H -1.736 3.288 2.973

---

[2]
102
Properties=species:S:1:pos:R:3 method="wB97M-V/def2-TZVPD" de_lowest_kcal_mol=51.9 homo_lumo_gap_ev=8.62 mol_weight_g_mol=568.79 total_energy_ha=-1923.98211 largest_force_ha_per_bohr=0.05753
C 2.794 0.219 5.231
O 2.401 0.663 3.963
C 1.272 0.024 3.470
C 0.638 0.620 2.140
N 1.680 0.892 1.152
C 2.294 -0.322 0.632
C 3.486 -0.067 -0.307
O 4.225 -1.318 -0.633
C 3.597 -2.184 -1.567
H 3.138 -0.801 5.062
H 1.953 0.426 5.892
H 3.650 0.764 5.630
H 0.530 0.127 4.261
H 1.507 -1.040 3.422
H 0.152 1.572 2.356
H -0.193 0.006 1.795
H 2.335 1.559 1.535
H 1.650 -1.000 0.072
H 2.604 -0.950 1.467
H 4.201 0.623 0.141
H 3.178 0.371 -1.257
H 4.266 -2.942 -1.974
H 3.187 -1.720 -2.464
H 2.790 -2.724 -1.072
C -5.081 3.597 3.728
O -4.300 2.877 2.875
C -3.167 3.583 2.375
C -2.213 2.658 1.684
N -2.620 2.422 0.315
C -1.922 1.266 -0.230
C -2.555 0.954 -1.587
O -3.933 0.653 -1.491
C -4.474 0.270 -2.810
H -4.513 3.925 4.599
H -5.815 2.843 4.010
H -5.416 4.454 3.144
H -2.634 4.138 3.147
H -3.514 4.318 1.648
H -2.079 1.733 2.244
H -1.284 3.228 1.670
H -3.577 2.112 0.407
H -2.093 0.403 0.415
H -0.860 1.440 -0.402
H -2.079 0.132 -2.121
H -2.433 1.890 -2.132
H -4.414 1.118 -3.493
H -5.488 -0.106 -2.676
H -3.943 -0.583 -3.233
C 4.869 3.161 1.228
O 3.449 3.348 0.988
C 3.063 4.649 0.521
C 1.527 4.716 0.365
N 0.895 3.646 -0.341
C 1.456 3.542 -1.689
C 0.787 2.454 -2.497
O 1.205 2.584 -3.864
C 1.897 1.453 -4.342
H 5.470 3.537 0.400
H 5.175 2.125 1.371
H 5.287 3.710 2.072
H 3.633 4.774 -0.400
H 3.527 5.458 1.085
H 1.261 5.644 -0.142
H 1.121 4.634 1.373
H 1.297 2.871 0.166
H 2.539 3.478 -1.584
H 1.115 4.478 -2.132
H -0.283 2.660 -2.512
H 0.970 1.491 -2.021
H 1.978 1.520 -5.427
H 1.486 0.479 -4.077
H 2.911 1.416 -3.945
C -2.625 -5.550 -3.574
O -2.725 -4.725 -2.404
C -2.681 -3.313 -2.447
C -2.615 -2.926 -0.942
N -1.308 -3.238 -0.380
C -1.414 -3.181 1.091
C -0.288 -3.885 1.812
O -0.641 -5.234 1.727
C 0.270 -6.091 2.359
H -1.788 -5.424 -4.262
H -3.549 -5.319 -4.105
H -2.579 -6.609 -3.320
H -3.562 -2.862 -2.903
H -1.743 -2.962 -2.876
H -3.385 -3.568 -0.515
H -2.828 -1.867 -0.794
H -1.105 -4.196 -0.629
H -2.242 -3.865 1.276
H -1.657 -2.181 1.449
H -0.170 -3.518 2.832
H 0.628 -3.701 1.250
H 0.237 -6.159 3.446
H 1.288 -5.843 2.060
H -0.053 -7.038 1.927
O 0.627 -3.551 -3.825
H 0.790 -4.223 -3.163
H 1.455 -3.477 -4.300
O 0.147 -1.457 -2.033
H 0.275 -1.882 -2.881
H -0.323 -2.105 -1.508

---

[3]
91
Properties=species:S:1:pos:R:3 method="wB97M-V/def2-TZVPD" de_lowest_kcal_mol=0.0 homo_lumo_gap_ev=5.59 mol_weight_g_mol=825.15 total_energy_ha=-4543.61814 largest_force_ha_per_bohr=0.04458
C 1.907 4.935 1.552
C 2.877 5.269 0.458
H 2.357 5.127 2.532
H 1.601 3.880 1.499
H 0.994 5.548 1.483
C 3.956 6.043 0.611
C 4.276 6.797 1.858
H 4.656 6.170 -0.219
H 4.096 6.209 2.766
H 3.697 7.729 1.943
H 5.331 7.084 1.846
Lu -1.432 -2.394 1.208
Cl -1.184 0.066 1.596
C -1.477 -1.119 -1.647
O -1.044 -2.053 -0.897
N -0.995 -0.906 -2.857
C 0.156 -1.634 -3.383
C -1.641 0.079 -3.706
H -2.274 -0.441 -1.307
H 0.349 -2.523 -2.778
H 1.048 -0.989 -3.377
H -0.065 -1.919 -4.417
H -2.531 0.424 -3.175
H -1.940 -0.381 -4.653
H -0.980 0.934 -3.894
H -2.542 -7.276 -1.172
H -4.940 -7.368 0.149
C -2.163 -7.169 -0.148
C -4.347 -7.123 1.040
N -3.120 -6.431 0.670
H -1.202 -6.656 -0.162
C -2.943 -5.171 1.027
O -2.039 -4.419 0.561
H -4.939 -6.471 1.685
H -3.648 -4.786 1.785
H -2.058 -8.167 0.289
H -4.103 -8.044 1.579
H 1.003 -1.166 5.057
H 1.960 -0.404 2.661
C 1.369 -2.181 4.852
C 2.495 -1.360 2.764
N 1.657 -2.357 3.431
H 0.594 -2.898 5.132
C 0.873 -3.145 2.717
O 0.647 -3.000 1.471
H 2.765 -1.735 1.774
H 0.332 -3.919 3.278
H 2.275 -2.352 5.440
H 3.388 -1.218 3.378
O 3.153 3.295 -0.871
C 2.589 4.604 -0.884
C 4.329 5.240 -2.667
C 3.073 5.423 -2.081
H 4.988 4.447 -2.296
C 4.723 6.084 -3.715
H 1.492 4.534 -0.960
C 2.214 6.435 -2.536
H 5.699 5.931 -4.182
C 3.877 7.113 -4.147
C 2.624 7.296 -3.550
H 1.242 6.532 -2.045
H 4.196 7.777 -4.952
H 1.960 8.103 -3.866
Si 2.711 1.841 -1.557
Cl -2.071 -2.954 3.611
C 4.288 0.887 -1.875
C 1.834 2.223 -3.168
C 1.614 0.979 -0.318
H 5.042 1.523 -2.359
H 4.095 0.026 -2.532
H 4.715 0.511 -0.935
H 2.152 0.820 0.629
H 1.254 0.000 -0.662
H 0.725 1.579 -0.085
H 2.438 2.910 -3.780
H 0.865 2.709 -2.985
H 1.657 1.313 -3.760
Cl -5.889 -3.956 -0.855
C -6.050 -3.604 0.806
C -6.953 -4.331 1.562
C -6.963 -4.213 2.957
C -6.107 -3.295 3.570
C -5.294 -2.469 2.820
C -5.185 -2.621 1.397
C -4.208 -1.925 0.673
H -7.624 -5.024 1.062
H -7.633 -4.837 3.551
H -6.076 -3.231 4.664
H -4.638 -1.743 3.310
H -3.786 -1.006 1.122
H -4.124 -2.044 -0.407

---

[4]
97
Properties=species:S:1:pos:R:3 method="wB97M-V/def2-TZVPD" de_lowest_kcal_mol=4.7 homo_lumo_gap_ev=7.85 mol_weight_g_mol=846.73 total_energy_ha=-5694.63386 largest_force_ha_per_bohr=0.01218
In -0.238 -0.195 0.593
C -2.560 4.524 0.936
N -3.309 3.289 1.035
C -4.490 3.127 1.728
C -4.811 1.819 1.646
N -3.848 1.177 0.903
B -3.801 -0.367 0.664
N -3.633 -0.653 -0.855
C -4.586 -0.311 -1.790
C -4.286 -0.928 -2.951
N -3.142 -1.661 -2.724
C -2.464 -2.490 -3.695
C -2.735 -1.450 -1.448
S -1.327 -2.183 -0.798
C -2.929 2.082 0.535
S -1.528 1.867 -0.425
H -1.627 4.316 0.421
H -2.346 4.909 1.932
H -3.120 5.271 0.374
H -4.980 3.949 2.219
H -5.650 1.290 2.063
H -2.873 -0.842 1.261
H -4.865 -0.802 1.014
H -5.403 0.341 -1.537
H -4.775 -0.906 -3.909
H -3.178 -2.810 -4.451
H -2.036 -3.356 -3.196
H -1.666 -1.916 -4.163
C 4.947 -3.084 -2.360
C 3.968 -3.453 -1.447
C 3.146 -2.487 -0.887
C 3.283 -1.135 -1.212
C 4.266 -0.785 -2.136
C 5.091 -1.748 -2.705
Si 2.228 0.159 -0.299
C 2.667 1.856 -1.017
C 3.910 2.425 -0.722
C 4.268 3.668 -1.223
C 3.381 4.371 -2.028
C 2.141 3.826 -2.326
C 1.789 2.580 -1.824
H 5.600 -3.831 -2.792
H 3.846 -4.494 -1.172
H 2.374 -2.788 -0.183
H 4.402 0.254 -2.410
H 5.858 -1.453 -3.412
H 2.952 0.179 1.014
H 4.602 1.883 -0.085
H 5.235 4.090 -0.979
H 3.654 5.344 -2.420
H 1.443 4.371 -2.950
H 0.828 2.157 -2.085
C 1.601 0.258 3.734
Si -0.145 -0.337 3.245
C -0.190 -2.231 3.609
C -1.583 -2.803 3.320
C 0.207 -2.550 5.054
C 0.815 -2.899 2.661
C -1.333 0.850 4.206
C -0.975 0.950 5.692
C -2.798 0.421 4.076
C -1.168 2.230 3.554
H 1.751 0.181 4.814
H 1.752 1.299 3.443
H 2.377 -0.330 3.242
H -2.329 -2.394 4.004
H -1.578 -3.892 3.440
H -1.896 -2.580 2.296
H -0.500 -2.116 5.764
H 1.207 -2.175 5.284
H 0.212 -3.635 5.206
H 0.534 -2.745 1.614
H 0.835 -3.980 2.835
H 1.829 -2.517 2.803
H -1.030 -0.024 6.184
H -1.683 1.617 6.196
H 0.027 1.356 5.841
H -2.990 -0.511 4.612
H -3.077 0.275 3.031
H -3.451 1.191 4.503
H -0.144 2.600 3.642
H -1.831 2.960 4.032
H -1.417 2.185 2.491
C 1.579 -2.030 -3.936
As 1.244 -0.353 -4.864
C 0.880 -0.934 -6.689
C 2.917 0.610 -5.026
S -0.293 0.790 -4.077
H 2.651 -2.211 -3.859
H 1.106 -2.833 -4.501
H 1.143 -1.984 -2.941
H 1.732 -1.486 -7.087
H 0.681 -0.059 -7.305
H -0.004 -1.569 -6.686
H 3.746 -0.079 -5.188
H 3.085 1.190 -4.122
H 2.826 1.291 -5.871